Entry 1:
The following is a DFT calculation (ωB97M-V with the def2-TZVPD basis set) of an isolated molecule of C21H20BrNO5.

As for the SMILES: C=CCN1C(=O)[C@](O)(CC(=O)c2ccc(OC)cc2OC)c2cc(Br)ccc21. The frontier orbital gap is 8.6633 eV. As for the relative energy (zero: lowest compared OMol25 entry of this formula, charge and spin): 0.6 kJ/mol. The value obtained for the HOMO energy is -8.3 eV.

Each line ends with the natural charge from an NBO analysis.
Geometry (Å):
C (3.96135, -0.65766, 1.56375)  -0.397
C (3.90459, -1.21113, 2.75964)  -0.181
C (2.69659, -1.85577, 3.37595)  -0.267
N (1.51583, -1.78994, 2.55412)  -0.452
C (0.96885, -2.89493, 1.95203)  0.691
O (1.40974, -4.01152, 2.03255)  -0.570
C (-0.22712, -2.41404, 1.09868)  0.171
O (-1.37376, -3.16572, 1.32262)  -0.694
C (0.26124, -2.51514, -0.37755)  -0.516
C (-0.83260, -1.89497, -1.22712)  0.591
O (-1.89897, -2.47993, -1.30322)  -0.569
C (-0.59320, -0.55612, -1.78252)  -0.296
C (0.69004, -0.08023, -2.06849)  -0.121
C (0.90953, 1.20306, -2.50044)  -0.326
C (-0.16813, 2.08338, -2.65136)  0.447
O (0.14266, 3.34129, -3.02702)  -0.498
C (-0.88738, 4.29930, -3.13316)  -0.258
C (-1.45839, 1.62684, -2.41699)  -0.453
C (-1.68673, 0.31719, -2.00443)  0.473
O (-2.91344, -0.16206, -1.73665)  -0.488
C (-4.04516, 0.66196, -1.90191)  -0.259
C (-0.31982, -0.95770, 1.49269)  -0.085
C (-1.24142, 0.00128, 1.14708)  -0.217
C (-0.99510, 1.30009, 1.57383)  -0.087
Br (-2.18346, 2.67593, 1.02576)  0.033
C (0.10085, 1.63046, 2.35013)  -0.222
C (0.99731, 0.64703, 2.74388)  -0.263
C (0.77740, -0.64603, 2.30316)  0.247
H (4.86971, -0.22073, 1.18777)  0.206
H (3.10795, -0.61273, 0.90727)  0.191
H (4.77957, -1.23962, 3.39483)  0.205
H (2.49139, -1.39717, 4.35133)  0.210
H (2.90005, -2.92106, 3.53655)  0.257
H (-1.90401, -3.16520, 0.50283)  0.502
H (0.35828, -3.57850, -0.60572)  0.258
H (1.22739, -2.02759, -0.47257)  0.221
H (1.53698, -0.74211, -1.97962)  0.215
H (1.90184, 1.56051, -2.72056)  0.228
H (-1.59812, 4.03695, -3.92257)  0.178
H (-0.39214, 5.23313, -3.39281)  0.205
H (-1.41836, 4.42035, -2.18423)  0.184
H (-2.29425, 2.29287, -2.54284)  0.232
H (-4.15392, 0.98781, -2.94044)  0.178
H (-4.89477, 0.03724, -1.63182)  0.209
H (-4.01061, 1.53426, -1.24168)  0.185
H (-2.12117, -0.24529, 0.57501)  0.243
H (0.25635, 2.65376, 2.65604)  0.230
H (1.84654, 0.89817, 3.35822)  0.227

Forces on atoms 1 to 2 (eV/Å):
0.05 0.03 -0.09
-0.08 -0.11 0.17

***

Entry 2:
The following is a DFT calculation (ωB97M-V with the def2-TZVPD basis set) of a cluster of 5 separate species, C28H43N2O13 in total.

The frontier orbital gap is 6.2888 eV. The net charge is +1. The value obtained for the HOMO energy is -11.6 eV.

Each line ends with the Löwdin charge.
Geometry (Å):
O (-5.02520, -5.72116, 0.24419)  -0.002
C (-4.74286, -4.40335, 0.26330)  -0.204
C (-3.38435, -3.77964, 1.01352)  -0.022
N (-3.00326, -2.55589, 0.14571)  -0.174
C (-2.40767, -2.85980, -1.14577)  0.028
C (-1.98585, -1.73890, -2.22081)  0.072
C (-2.34310, -0.27080, -1.62174)  0.069
C (-2.95480, -0.29360, -0.14705)  0.000
N (-3.29438, -1.39630, 0.74996)  0.134
C (-5.72974, -3.24232, -0.42637)  -0.099
C (-5.68936, -2.86388, -2.04163)  -0.035
C (-6.67393, -1.66303, -2.61760)  -0.043
C (-7.64144, -0.89591, -1.50442)  -0.044
C (-7.70433, -1.27344, 0.09878)  -0.036
C (-6.73127, -2.46616, 0.66435)  -0.010
H (-2.48690, -4.53095, 1.02930)  0.155
H (-3.75526, -3.46088, 2.09061)  0.162
H (-2.21414, -3.98921, -1.44614)  0.171
H (-1.53848, -1.94296, -3.27689)  0.136
H (-2.17400, 0.73261, -2.19558)  0.133
H (-3.18321, 0.78444, 0.31826)  0.142
H (-4.96216, -3.43131, -2.78527)  0.094
H (-6.64401, -1.35394, -3.76148)  0.098
H (-8.32920, -0.01285, -1.87026)  0.092
H (-8.38020, -0.70709, 0.87496)  0.100
H (-6.70913, -2.79185, 1.80768)  0.107
C (4.85752, 1.04634, -3.25488)  -0.056
C (3.61218, 1.76398, -2.75842)  -0.210
O (2.51179, 0.85819, -2.62386)  0.020
C (2.55448, 0.03579, -1.54655)  -0.545
O (3.43425, 0.00717, -0.69798)  0.112
O (1.46632, -0.77244, -1.58732)  -0.027
C (1.44884, -1.76335, -0.56084)  -0.046
H (4.64498, 0.50642, -4.18214)  0.086
H (5.66856, 1.75707, -3.43314)  0.072
H (5.20650, 0.30460, -2.52942)  0.077
H (3.31464, 2.51659, -3.49588)  0.127
H (3.79690, 2.29219, -1.81518)  0.128
H (1.55365, -1.31166, 0.42992)  0.094
H (2.24135, -2.49618, -0.73842)  0.109
H (0.48508, -2.27837, -0.60430)  0.065
C (8.39652, 7.51784, -5.60675)  -0.068
C (7.23219, 6.95037, -4.81009)  -0.219
O (7.13797, 5.53097, -4.97080)  0.019
C (8.05398, 4.79918, -4.28951)  -0.549
O (8.93207, 5.24196, -3.56302)  0.109
O (7.84788, 3.48978, -4.57587)  -0.020
C (8.82009, 2.61708, -4.00222)  -0.054
H (8.32396, 7.22013, -6.65681)  0.082
H (8.41237, 8.60900, -5.54502)  0.081
H (9.35500, 7.14069, -5.23617)  0.075
H (6.29737, 7.37500, -5.19035)  0.122
H (7.29881, 7.21658, -3.74824)  0.125
H (8.89887, 2.76503, -2.92124)  0.098
H (9.78902, 2.77112, -4.48606)  0.102
H (8.50096, 1.58745, -4.18653)  0.091
C (3.78639, -6.23365, 3.69599)  -0.070
C (3.77469, -5.32273, 4.91355)  -0.216
O (4.39893, -4.06682, 4.62641)  0.028
C (3.66617, -3.20145, 3.88281)  -0.547
O (2.54013, -3.40001, 3.44983)  0.088
O (4.40954, -2.08634, 3.67566)  0.001
C (3.78937, -1.13581, 2.81093)  -0.051
H (4.80484, -6.35081, 3.31450)  0.084
H (3.38283, -7.21833, 3.94548)  0.081
H (3.18849, -5.81619, 2.87959)  0.069
H (4.35594, -5.78940, 5.71551)  0.126
H (2.75862, -5.17161, 5.29772)  0.124
H (2.78924, -0.86922, 3.16488)  0.095
H (3.74699, -1.53248, 1.79235)  0.083
H (4.40488, -0.23189, 2.80504)  0.101
C (-9.21307, 2.83862, 4.66135)  -0.067
C (-7.96760, 3.67465, 4.41193)  -0.214
O (-6.78039, 2.94604, 4.74221)  0.030
C (-6.40686, 1.99411, 3.85169)  -0.546
O (-6.98597, 1.71538, 2.81158)  0.091
O (-5.29445, 1.38187, 4.32783)  0.001
C (-4.85959, 0.28123, 3.53072)  -0.063
H (-9.22456, 2.46492, 5.68932)  0.084
H (-10.11652, 3.42813, 4.48537)  0.083
H (-9.24355, 1.96265, 4.00560)  0.070
H (-7.99069, 4.55462, 5.06300)  0.127
H (-7.92365, 4.03924, 3.37850)  0.125
H (-4.71699, 0.57748, 2.48740)  0.070
H (-5.57943, -0.53905, 3.60571)  0.093
H (-3.89961, -0.06354, 3.92509)  0.095

Forces on atoms 1 to 2 (eV/Å):
2.17 8.82 0.25
-1.96 -5.20 -0.88

***

Question: Number 2 is which compound?
Answer: C28H43N2O13

***

Question: Number 2 is which compound?
Answer: C28H43N2O13

***

Question: Which of these has the lowest frontier orbital gap?
Answer: C28H43N2O13

***

Question: The highest frontier orbital gap belongs to which entry?
Answer: C21H20BrNO5